[1]
{
  "formula": "C60H165N15O15",
  "method": "ωB97M-V/def2-TZVPD",
  "symbols": ["C", "C", "C", "O", "C", "N", "H", "H", "H", "H", "H", "H", "H", "H", "H", "H", "H", "C", "C", "C", "O", "C", "N", "H", "H", "H", "H", "H", "H", "H", "H", "H", "H", "H", "C", "C", "C", "O", "C", "N", "H", "H", "H", "H", "H", "H", "H", "H", "H", "H", "H", "C", "C", "C", "O", "C", "N", "H", "H", "H", "H", "H", "H", "H", "H", "H", "H", "H", "C", "C", "C", "O", "C", "N", "H", "H", "H", "H", "H", "H", "H", "H", "H", "H", "H", "C", "C", "C", "O", "C", "N", "H", "H", "H", "H", "H", "H", "H", "H", "H", "H", "H", "C", "C", "C", "O", "C", "N", "H", "H", "H", "H", "H", "H", "H", "H", "H", "H", "H", "C", "C", "C", "O", "C", "N", "H", "H", "H", "H", "H", "H", "H", "H", "H", "H", "H", "C", "C", "C", "O", "C", "N", "H", "H", "H", "H", "H", "H", "H", "H", "H", "H", "H", "C", "C", "C", "O", "C", "N", "H", "H", "H", "H", "H", "H", "H", "H", "H", "H", "H", "C", "C", "C", "O", "C", "N", "H", "H", "H", "H", "H", "H", "H", "H", "H", "H", "H", "C", "C", "C", "O", "C", "N", "H", "H", "H", "H", "H", "H", "H", "H", "H", "H", "H", "C", "C", "C", "O", "C", "N", "H", "H", "H", "H", "H", "H", "H", "H", "H", "H", "H", "C", "C", "C", "O", "C", "N", "H", "H", "H", "H", "H", "H", "H", "H", "H", "H", "H", "C", "C", "C", "O", "C", "N", "H", "H", "H", "H", "H", "H", "H", "H", "H", "H", "H"],
  "coordinates": [[10.4177, 6.1557, -9.6457], [8.9933, 6.6811, -9.9009], [8.2834, 7.4079, -8.6816], [8.1223, 6.6265, -7.4783], [6.9838, 5.6781, -7.6478], [9.1280, 7.5489, -11.0489], [11.1239, 6.9548, -9.4204], [10.7873, 5.4634, -10.4021], [10.4324, 5.4608, -8.8060], [8.4009, 5.8401, -10.2612], [7.3082, 7.6397, -9.1098], [8.8048, 8.3209, -8.3941], [7.2265, 4.8379, -8.2983], [6.1394, 6.1208, -8.1761], [6.5737, 5.4030, -6.6761], [8.3702, 8.2111, -11.1343], [9.9903, 7.9972, -10.7739], [-5.0469, -4.8830, 8.2943], [-4.4953, -5.6543, 9.5275], [-5.0732, -7.1279, 9.6170], [-4.5837, -7.7478, 10.7992], [-5.3175, -8.9503, 11.0254], [-3.0633, -5.5721, 9.4060], [-6.1221, -4.7289, 8.3861], [-4.8557, -5.2448, 7.2841], [-4.5495, -3.9136, 8.2643], [-4.7753, -5.1012, 10.4241], [-4.7027, -7.6658, 8.7444], [-6.1570, -7.1201, 9.5007], [-4.7264, -9.4500, 11.7929], [-5.4310, -9.6102, 10.1653], [-6.2975, -8.6575, 11.4022], [-2.8384, -4.6004, 9.5650], [-2.7073, -6.0912, 10.1959], [-11.0499, -6.7078, 5.0984], [-11.8616, -5.4698, 4.8665], [-11.2994, -4.6344, 3.7720], [-9.9583, -4.2256, 4.0954], [-9.4359, -3.1500, 3.3754], [-13.1996, -5.9423, 4.4967], [-10.0535, -6.5455, 5.5093], [-10.9402, -7.1106, 4.0915], [-11.5066, -7.4559, 5.7464], [-11.7913, -4.9133, 5.8011], [-11.9834, -3.7860, 3.7544], [-11.3064, -5.0624, 2.7696], [-9.5162, -3.2583, 2.2938], [-8.4066, -2.9753, 3.6885], [-10.0161, -2.2701, 3.6532], [-13.6861, -5.1603, 4.0821], [-13.0969, -6.5494, 3.6961], [1.2380, 0.0925, 8.5870], [0.5034, 1.1136, 9.4038], [-0.1361, 2.2157, 8.5631], [0.9157, 2.9855, 7.9834], [0.4461, 4.0865, 7.2757], [-0.4956, 0.4342, 10.1638], [0.6249, -0.4013, 7.8331], [1.5466, -0.6499, 9.3230], [2.1183, 0.4427, 8.0480], [1.1507, 1.6593, 10.0903], [-0.8574, 2.8192, 9.1141], [-0.7293, 1.7424, 7.7806], [1.3808, 4.4756, 6.8720], [0.0436, 4.8157, 7.9789], [-0.3113, 4.0441, 6.4930], [0.0197, -0.0687, 10.8721], [-1.0375, 1.1427, 10.6375], [2.8508, -0.7686, -10.3004], [4.0807, -0.7125, -9.3618], [5.3661, -0.2664, -10.0392], [6.5010, -0.4055, -9.1583], [7.7368, -0.5872, -9.7794], [3.8540, 0.2848, -8.3639], [2.5093, 0.2418, -10.5251], [1.9635, -1.3200, -9.9894], [3.1027, -1.2312, -11.2547], [4.1669, -1.7022, -8.9133], [5.1994, 0.7430, -10.4152], [5.4846, -0.7824, -10.9920], [8.4743, -0.7361, -8.9908], [7.9458, 0.2943, -10.3855], [7.6274, -1.5135, -10.3434], [4.6202, 0.1452, -7.7208], [3.0528, -0.0249, -7.8326], [1.7053, -6.7859, -3.3700], [2.6674, -5.7456, -2.7756], [3.7591, -5.1918, -3.7429], [4.5133, -6.2343, -4.3430], [5.3654, -5.8285, -5.3453], [1.8699, -4.7070, -2.2450], [2.0537, -7.8173, -3.3156], [1.5008, -6.4565, -4.3886], [0.7314, -6.8500, -2.8848], [3.1627, -6.2881, -1.9703], [4.3028, -4.3671, -3.2820], [3.1893, -4.6930, -4.5268], [5.8489, -4.9015, -5.0370], [4.7832, -5.6605, -6.2514], [6.1871, -6.5320, -5.4796], [2.3728, -4.0721, -1.6417], [1.2041, -5.0858, -1.5867], [-0.3423, -8.5109, 4.3722], [-0.5647, -7.3368, 3.4169], [-1.9636, -7.2502, 2.8117], [-2.1023, -6.0665, 1.9650], [-3.3565, -6.0393, 1.3017], [-0.4041, -6.0889, 4.0889], [0.6720, -8.5451, 4.7699], [-0.3809, -9.4703, 3.8562], [-1.0274, -8.4534, 5.2179], [0.1343, -7.4064, 2.5835], [-2.6927, -7.1590, 3.6168], [-2.2819, -8.0862, 2.1889], [-3.4226, -5.2421, 0.5612], [-4.1015, -5.8959, 2.0842], [-3.4564, -6.9639, 0.7331], [-0.8830, -5.9907, 4.9728], [-0.8721, -5.4595, 3.4524], [-3.7583, -0.9760, -6.2228], [-3.2500, -2.0422, -5.2461], [-3.5408, -3.5214, -5.5742], [-4.9092, -3.6421, -5.9928], [-5.4420, -4.9383, -5.7621], [-1.7731, -1.8065, -5.0959], [-3.1942, -0.9741, -7.1555], [-3.7421, 0.0084, -5.7549], [-4.8001, -1.1813, -6.4687], [-3.6702, -1.8005, -4.2698], [-3.2740, -4.1964, -4.7610], [-2.8797, -3.8373, -6.3812], [-5.1491, -5.2237, -4.7517], [-4.9791, -5.6194, -6.4762], [-6.5163, -4.8729, -5.9342], [-1.6062, -0.8591, -4.7880], [-1.4751, -2.3402, -4.2919], [-11.1580, -1.6910, -2.6579], [-10.7033, -0.7023, -3.7469], [-9.3645, -0.1792, -3.3281], [-9.4544, 0.7518, -2.2882], [-8.1921, 1.1430, -1.7923], [-10.6809, -1.4302, -5.0151], [-10.3560, -2.4288, -2.6361], [-12.0776, -2.1674, -2.9978], [-11.3036, -1.3208, -1.6431], [-11.3367, 0.1728, -3.8923], [-8.8808, 0.4338, -4.0887], [-8.6801, -1.0018, -3.1206], [-8.3509, 1.9523, -1.0796], [-7.4968, 1.4621, -2.5687], [-7.7263, 0.3504, -1.2068], [-10.3162, -0.8750, -5.7760], [-10.0181, -2.1896, -4.9513], [-7.6360, 3.1292, 6.5741], [-8.9234, 2.5520, 7.2793], [-8.5566, 1.6911, 8.4800], [-9.7509, 1.1528, 9.0959], [-10.3353, 0.0636, 8.3890], [-9.6091, 3.7032, 7.7267], [-7.0849, 3.8385, 7.1916], [-7.9257, 3.6728, 5.6748], [-6.9942, 2.2705, 6.3769], [-9.5037, 1.9816, 6.5541], [-8.0637, 2.2393, 9.2828], [-7.7518, 0.9833, 8.2816], [-10.9702, -0.5628, 9.0157], [-9.5271, -0.5382, 7.9734], [-10.9129, 0.4374, 7.5436], [-10.3484, 3.5360, 8.3942], [-9.9589, 4.2861, 6.9797], [6.9806, -2.5126, 2.9044], [5.9989, -3.5445, 3.3798], [6.1433, -3.8623, 4.8890], [7.4682, -4.2552, 5.2504], [7.5918, -5.0812, 6.4031], [4.6896, -3.1399, 2.9899], [6.7739, -2.2928, 1.8570], [7.9667, -2.9760, 2.9336], [7.0423, -1.6106, 3.5133], [6.1757, -4.4865, 2.8606], [5.4075, -4.6409, 5.0903], [5.8303, -2.9973, 5.4736], [6.9783, -4.7078, 7.2231], [8.5364, -4.9552, 6.9322], [7.4061, -6.1392, 6.2182], [4.3602, -2.2643, 3.3706], [4.1367, -3.8719, 3.4125], [-1.5247, 9.6102, -1.9300], [-1.6188, 8.1170, -2.1587], [-2.9142, 7.6709, -2.8912], [-3.9599, 7.8703, -1.9288], [-5.3074, 7.6337, -2.5638], [-0.4385, 7.7580, -2.9518], [-0.7936, 9.7568, -1.1349], [-2.4639, 10.1367, -1.7603], [-1.1425, 10.2075, -2.7578], [-1.6180, 7.6787, -1.1607], [-2.9779, 6.6419, -3.2453], [-3.0639, 8.3287, -3.7473], [-5.7742, 8.3327, -3.2578], [-6.0104, 7.5884, -1.7321], [-5.3197, 6.6574, -3.0483], [-0.5080, 8.2190, -3.8478], [0.3472, 8.2768, -2.5862], [2.4756, 2.7593, -0.0384], [1.3896, 1.8390, -0.6514], [0.1608, 1.8210, 0.2859], [0.3469, 1.0767, 1.4272], [-0.9143, 0.6280, 1.9054], [1.0074, 2.4802, -1.8658], [3.2533, 3.0118, -0.7592], [2.9864, 2.1471, 0.7049], [2.1268, 3.6925, 0.4038], [1.7172, 0.8292, -0.8981], [-0.7391, 1.5460, -0.2642], [-0.0358, 2.8687, 0.5132], [-1.2276, -0.1938, 1.2614], [-1.6152, 1.4500, 2.0509], [-0.6560, 0.1050, 2.8262], [1.6766, 2.4828, -2.6223], [0.8310, 3.4521, -1.6549], [11.9582, 2.6706, -3.6396], [11.1412, 1.9056, -2.5505], [11.9954, 0.8071, -1.8879], [12.2662, -0.3234, -2.7098], [11.2262, -0.9820, -3.4234], [10.7607, 2.9558, -1.5589], [11.3619, 3.4788, -4.0631], [12.1567, 2.0280, -4.4974], [12.9347, 3.0208, -3.3053], [10.2961, 1.3756, -2.9899], [11.3731, 0.4313, -1.0757], [12.8769, 1.1988, -1.3804], [11.6953, -1.8509, -3.8851], [10.7041, -0.4119, -4.1918], [10.3989, -1.3192, -2.7989], [10.6313, 3.8790, -1.9475], [9.9660, 2.7166, -0.9832], [7.2036, 10.7162, -2.9737], [7.5622, 9.9929, -1.6928], [6.3241, 9.2994, -1.0910], [5.3193, 10.1974, -0.6445], [5.4714, 10.5295, 0.7481], [8.5980, 8.9589, -2.0189], [6.8129, 11.7056, -2.7358], [6.4886, 10.1725, -3.5911], [8.0124, 10.8739, -3.6872], [8.0333, 10.7317, -1.0444], [6.6396, 8.5728, -0.3422], [5.8174, 8.6954, -1.8436], [5.7261, 9.6937, 1.3998], [4.5391, 10.8901, 1.1827], [6.3181, 11.1996, 0.8972], [8.2661, 8.4331, -2.8148], [9.4874, 9.2838, -2.3704]],
  "mulliken_charge": [-1.303, 0.426, -0.712, -0.324, -0.795, -0.657, 0.368, 0.355, 0.322, 0.198, 0.350, 0.305, 0.290, 0.326, 0.283, 0.252, 0.314, -1.366, 0.555, -0.686, -0.322, -0.748, -0.742, 0.366, 0.287, 0.347, 0.259, 0.327, 0.369, 0.254, 0.306, 0.304, 0.235, 0.256, -1.351, 0.384, -0.627, -0.251, -0.768, -0.729, 0.310, 0.302, 0.356, 0.271, 0.350, 0.347, 0.285, 0.243, 0.305, 0.287, 0.285, -1.280, 0.559, -0.745, -0.299, -0.784, -0.729, 0.313, 0.328, 0.318, 0.241, 0.359, 0.323, 0.264, 0.311, 0.309, 0.267, 0.247, -1.530, 0.655, -0.782, -0.297, -0.713, -0.761, 0.395, 0.379, 0.349, 0.249, 0.316, 0.398, 0.231, 0.279, 0.314, 0.255, 0.262, -1.359, 0.589, -0.743, -0.308, -0.739, -0.666, 0.307, 0.280, 0.409, 0.231, 0.365, 0.343, 0.313, 0.283, 0.251, 0.229, 0.221, -1.446, 0.476, -0.744, -0.339, -0.719, -0.714, 0.367, 0.366, 0.331, 0.225, 0.309, 0.454, 0.242, 0.301, 0.288, 0.251, 0.351, -1.413, 0.663, -0.778, -0.282, -0.696, -0.755, 0.330, 0.397, 0.330, 0.173, 0.384, 0.339, 0.322, 0.273, 0.209, 0.267, 0.233, -1.333, 0.325, -0.627, -0.346, -0.745, -0.700, 0.330, 0.347, 0.320, 0.351, 0.407, 0.292, 0.254, 0.303, 0.305, 0.284, 0.234, -1.419, 0.817, -0.855, -0.378, -0.691, -0.658, 0.348, 0.364, 0.357, 0.090, 0.377, 0.387, 0.270, 0.321, 0.250, 0.214, 0.205, -1.481, 0.542, -0.667, -0.325, -0.793, -0.661, 0.407, 0.344, 0.337, 0.244, 0.372, 0.299, 0.315, 0.294, 0.291, 0.242, 0.241, -1.450, 0.477, -0.692, -0.332, -0.743, -0.739, 0.365, 0.332, 0.358, 0.264, 0.459, 0.298, 0.299, 0.262, 0.300, 0.269, 0.273, -1.364, 0.315, -0.667, -0.302, -0.769, -0.678, 0.425, 0.336, 0.319, 0.378, 0.425, 0.205, 0.334, 0.303, 0.266, 0.245, 0.229, -1.288, 0.529, -0.725, -0.338, -0.708, -0.635, 0.398, 0.319, 0.320, 0.197, 0.316, 0.343, 0.254, 0.267, 0.325, 0.206, 0.219, -1.455, 0.607, -0.809, -0.318, -0.752, -0.710, 0.328, 0.320, 0.420, 0.224, 0.412, 0.364, 0.334, 0.273, 0.275, 0.232, 0.257],
  "homo_lumo_gap_ev": 8.882,
  "total_energy_ev": -117945.1913,
  "relative_energy_kcal_mol": 205.6,
  "spin_multiplicity": 1,
  "lumo_energy_ev": 0.0790,
  "fmax_ev_per_a": 3.0
}


[2]
{
  "formula": "C11H21FNO3PSi2",
  "method": "ωB97M-V/def2-TZVPD",
  "symbols": ["C", "C", "C", "F", "Si", "O", "Si", "C", "C", "C", "C", "C", "C", "C", "C", "P", "N", "O", "O", "H", "H", "H", "H", "H", "H", "H", "H", "H", "H", "H", "H", "H", "H", "H", "H", "H", "H", "H", "H", "H"],
  "coordinates": [[0.1399, 0.5485, 2.5426], [1.6484, -0.0953, 2.6018], [2.6160, 0.5441, 1.4368], [4.0089, 0.0443, 1.7396], [2.1646, -0.2887, -0.2836], [1.9304, -1.9967, 0.0594], [0.6424, -2.7019, -0.9104], [-1.0564, -2.8522, 0.0061], [-1.9657, -1.4611, -0.1708], [-2.8290, -0.8282, 1.1041], [-3.7453, 0.5609, 0.9854], [-3.7868, 1.3599, -0.4764], [-4.6032, 2.7607, -0.7437], [-2.9418, 0.7350, -1.7608], [-2.0502, -0.6509, -1.6246], [3.8773, 0.1509, -1.6123], [4.8033, -1.1321, -1.9520], [3.2274, 0.9531, -3.0462], [4.9137, 1.3417, -0.7989], [-0.3545, 0.5600, 1.4817], [-0.5442, -0.1200, 3.2294], [0.2304, 1.6658, 2.8926], [2.1381, 0.2228, 3.6427], [1.6482, -1.2870, 2.6116], [2.5895, 1.7153, 1.3713], [0.9912, 0.3954, -0.8124], [0.4296, -1.9163, -2.1194], [0.9758, -4.0733, -1.3668], [-0.8665, -2.9812, 1.1695], [-1.6883, -3.8047, -0.3318], [-2.8179, -1.3211, 2.1825], [-4.3571, 0.9825, 1.9064], [-5.7343, 2.6291, -1.0140], [-4.4281, 3.4321, 0.2250], [-4.0192, 3.3203, -1.6216], [-2.9803, 1.3174, -2.7851], [-1.5011, -1.0247, -2.6087], [5.7573, -0.8766, -1.5549], [3.0691, 1.9321, -2.8037], [4.4685, 2.2399, -0.7906]],
  "mulliken_charge": [-0.633, -0.444, 0.019, -0.363, 0.507, -0.234, 0.459, -0.676, 0.443, -0.556, -0.443, 0.507, -0.871, -0.536, -0.323, 0.749, -0.768, -0.490, -0.536, 0.082, 0.207, 0.317, 0.316, 0.240, 0.273, -0.096, -0.193, -0.193, 0.267, 0.371, 0.295, 0.259, 0.246, 0.273, 0.273, 0.209, 0.214, 0.238, 0.305, 0.289],
  "homo_lumo_gap_ev": 8.324,
  "total_energy_ev": -47133.2403,
  "relative_energy_kcal_mol": 267.8,
  "spin_multiplicity": 1,
  "lumo_energy_ev": -0.1506,
  "fmax_ev_per_a": 4.7
}